1.
Below is a structure of composition C6H6N2O5Rh at a distorted geometry, with properties calculated with wB97M-V/def2-TZVPD.

Properties
calculated total energy	-827.085217	a.u.
expectation value of S²	6.02
highest occupied orbital energy (alpha / beta)	-20.825 / -24.033	eV
relative energy (zero: lowest compared OMol25 entry of this formula, charge and spin)	0.2758	eV
strongest force on any atom	9.4	eV/A
net charge	+3
multiplicity	5

Each line ends with the Mulliken spin population.
Geometry (Å):
Rh (0.9320, -0.5896, -1.3966)  2.49
O (-1.3769, -2.6065, -1.1867)  0.07
C (-0.5099, -1.8693, -1.2709)  0.09
C (0.5813, 1.1539, -2.1337)  0.08
O (0.3333, 2.1989, -2.5204)  0.06
C (2.6164, -1.0169, -0.7526)  -0.10
O (3.6848, -1.2999, -0.4093)  0.14
C (1.3401, -1.2348, -3.1404)  0.11
O (1.5939, -1.6155, -4.1999)  0.01
C (-1.8969, 1.9173, 1.4461)  0.06
N (-1.0943, 0.8265, 1.9589)  0.66
C (-0.3012, 0.0841, 1.1882)  -0.08
N (0.4481, -0.9474, 1.6995)  0.17
O (-0.3432, 0.4247, -0.0122)  0.13
H (-1.7956, 2.0540, 0.3644)  0.00
H (-1.5966, 2.8417, 1.9469)  0.07
H (-2.9459, 1.7201, 1.6813)  0.07
H (-1.1140, 0.6193, 2.9424)  -0.03
H (1.0339, -1.5334, 1.1007)  0.00
H (0.4108, -1.1272, 2.6942)  0.00

2.
Below is the ion C14H27BN2O6PS2 with charge +1 at a distorted geometry, with properties calculated with wB97M-V/def2-TZVPD.

Properties
calculated total energy	-2272.946494	a.u.
highest occupied orbital energy	-12.318	eV
strongest force on any atom	2.4	eV/A
net charge	+1
multiplicity	1

Each line ends with the Mulliken charge.
Geometry (Å):
C (-1.9563, -4.5858, 0.2041)  -0.95
C (-1.8040, -3.4508, 0.8525)  0.01
C (-2.3215, -2.1349, 0.3026)  -1.04
C (-1.1544, -1.2894, -0.0590)  0.88
N (-0.4202, -0.6065, 0.7910)  1.17
C (-0.7770, -0.6167, 2.1968)  -0.40
C (-0.1061, -1.2825, 3.1586)  -0.97
C (0.6957, 0.1819, 0.1686)  -0.84
P (2.2143, -0.9242, 0.2411)  0.36
N (2.0390, -2.0479, 1.3055)  -0.76
O (3.4788, 0.0066, 0.5710)  -0.47
O (2.3604, -1.5709, -1.2007)  -0.40
S (0.9635, 1.6855, 1.2371)  1.86
C (1.7604, 1.2788, 2.7760)  -1.18
O (-0.3353, 2.2414, 1.5125)  -0.72
O (1.8264, 2.5831, 0.5314)  -0.72
C (0.1418, 0.5388, -1.2213)  0.41
C (1.0889, 0.7921, -2.4440)  -1.55
C (2.3518, 1.6138, -2.1973)  -0.10
C (3.3534, 1.3488, -3.3407)  -1.47
B (-1.0589, 1.6302, -1.2847)  1.11
O (-0.6595, 2.9222, -1.3779)  -0.58
O (-2.3854, 1.2723, -1.2813)  -0.52
C (-3.1367, 1.8390, -0.1794)  0.19
C (-4.5501, 1.2685, -0.1824)  -1.39
S (-0.6697, -1.0790, -1.6712)  -0.46
H (-2.5476, -4.6764, -0.6981)  0.27
H (-1.4908, -5.4921, 0.5637)  0.29
H (-1.3159, -3.4717, 1.8163)  0.18
H (-2.9796, -1.6256, 1.0085)  0.31
H (-2.8527, -2.3718, -0.6153)  0.55
H (-1.6979, -0.0957, 2.4345)  0.36
H (0.1752, -0.7401, 4.0573)  0.39
H (0.1841, -2.3225, 3.1146)  0.19
H (2.7554, -1.9981, 2.0208)  0.30
H (4.2044, -0.5895, 0.8116)  0.45
H (3.0378, -2.2635, -1.1538)  0.42
H (1.1004, 1.6358, 3.5617)  0.41
H (2.6636, 1.8842, 2.8006)  0.41
H (2.0246, 0.2340, 2.8827)  0.33
H (1.3355, -0.1546, -2.9203)  0.59
H (0.4955, 1.3533, -3.1683)  0.71
H (2.0940, 2.6673, -2.1368)  0.50
H (2.8590, 1.3517, -1.2753)  0.09
H (3.9800, 0.5040, -3.0546)  0.31
H (2.8360, 1.0966, -4.2643)  0.35
H (4.0029, 2.2088, -3.4778)  0.40
H (-1.3705, 3.4796, -1.7178)  0.28
H (-2.6438, 1.5742, 0.7572)  -0.08
H (-3.1664, 2.9277, -0.2228)  0.46
H (-4.8669, 1.1188, 0.8494)  0.37
H (-5.2646, 1.9291, -0.6627)  0.34
H (-4.5240, 0.2920, -0.6624)  0.32

3.
Below is a cluster of 2 separate species, C4H12NO in total at a distorted geometry, with properties calculated with wB97M-V/def2-TZVPD.

Properties
calculated total energy	-289.168901	a.u.
highest occupied orbital energy (alpha / beta)	-14.154 / -14.108	eV
relative energy (zero: lowest compared OMol25 entry of this formula, charge and spin)	5.6044	eV
strongest force on any atom	2.6	eV/A
net charge	+1
multiplicity	1

Each line ends with the Mulliken charge.
Geometry (Å):
C (-0.5198, -0.0517, -1.4170)  -0.79
C (-0.4397, -1.4894, 0.5565)  -0.91
C (-1.6192, 0.6351, 0.6717)  -0.86
C (2.2725, 0.7709, 0.1707)  -0.50
N (-0.7324, -0.2258, -0.0325)  0.27
O (1.1413, 1.0623, 0.7677)  -0.25
H (-0.8443, 0.9376, -1.7435)  0.29
H (0.5483, -0.1759, -1.6594)  0.31
H (-1.0501, -0.8170, -2.0014)  0.38
H (-1.3375, -2.1227, 0.5529)  0.39
H (0.3465, -2.0103, 0.0089)  0.36
H (-0.1393, -1.3641, 1.5984)  0.33
H (-1.4085, 0.6053, 1.7397)  0.33
H (-1.5176, 1.6642, 0.3266)  0.33
H (-2.6613, 0.3265, 0.5203)  0.42
H (2.2120, 0.8736, -0.9425)  0.28
H (2.7285, -0.1889, 0.4775)  0.29
H (3.0206, 1.5705, 0.4053)  0.32

4.
Below is a cluster of 2 separate species, C5H12N2 in total at a distorted geometry, with properties calculated with wB97M-V/def2-TZVPD.

Properties
calculated total energy	-307.153317	a.u.
highest occupied orbital energy	-9.162	eV
relative energy (zero: lowest compared OMol25 entry of this formula, charge and spin)	2.0687	eV
SMILES	C=CN=C.CCN
strongest force on any atom	1.1	eV/A
multiplicity	1

Each line ends with the Mulliken charge.
Geometry (Å):
C (-2.2662, -0.3810, -1.7561)  -0.62
C (-2.9295, -0.7110, -0.6431)  0.01
N (-2.3042, -0.9758, 0.5886)  -0.44
C (-1.4373, -1.8986, 0.5968)  -0.50
H (-1.2048, -0.1755, -1.7185)  0.24
H (-2.8230, -0.2157, -2.6667)  0.25
H (-4.0109, -0.6684, -0.5804)  0.34
H (-0.9735, -2.0646, 1.5684)  0.35
H (-1.1191, -2.4719, -0.2728)  0.36
C (1.3470, 1.9759, 0.5357)  -1.00
C (2.4640, 0.9336, 0.4752)  -0.28
N (1.8946, -0.3875, 0.1938)  -0.51
H (0.8110, 1.9096, 1.4787)  0.30
H (1.7640, 2.9742, 0.3882)  0.33
H (0.6609, 1.8301, -0.2974)  0.22
H (3.1753, 1.1385, -0.3239)  0.35
H (3.0323, 0.9645, 1.4147)  0.23
H (2.6361, -1.0622, 0.0923)  0.20
H (1.2832, -0.7141, 0.9264)  0.16

5.
Below is a cluster of 6 separate species, C27H57F3IN5O9S6 in total at a distorted geometry, with properties calculated with wB97M-V/def2-TZVPD.

Properties
calculated total energy	-4999.909419	a.u.
highest occupied orbital energy	-8.623	eV
strongest force on any atom	6.4	eV/A
multiplicity	1

Each line ends with the Mulliken charge.
Geometry (Å):
C (-4.2554, 1.0892, -0.2277)  -0.27
C (-3.4543, 2.3006, -0.9138)  -0.73
N (-2.0819, 2.0635, -1.3416)  0.04
C (-1.1266, 1.4937, -0.3964)  -0.75
C (-1.3786, 2.2959, 0.9980)  -1.32
C (0.3584, 1.8956, -0.9913)  -0.59
N (0.2897, 3.1422, -1.8281)  -0.39
O (1.3212, 2.1887, 0.0331)  -0.03
C (2.6154, 1.6305, -0.1947)  -0.30
C (2.7451, 0.0540, 0.0907)  -0.85
I (3.5181, 2.0019, -2.1387)  0.15
C (3.5860, 2.3358, 0.8848)  1.00
C (3.1403, 3.3657, 1.9206)  -0.53
C (4.1557, 3.9684, 2.8561)  -0.22
N (5.5545, 3.7360, 3.0149)  -0.26
C (5.9067, 2.7824, 2.0288)  -0.49
C (5.0920, 2.0799, 0.9745)  -0.47
N (-1.2686, 0.0429, -0.0724)  0.83
C (-0.4336, -0.4532, 1.0439)  -0.08
C (-1.2907, -0.8538, 2.3601)  -0.81
O (-1.3582, -0.0339, 3.3142)  -0.59
N (-2.0295, -2.1096, 2.4978)  0.48
C (-3.2994, -1.9017, 3.2467)  -0.89
C (-1.2000, -3.2177, 3.0573)  -0.94
S (-1.2265, -1.0311, -1.3778)  1.11
O (-2.0106, -0.6574, -2.5928)  -0.72
O (0.1453, -1.4536, -1.8403)  -0.65
C (-2.0395, -2.6359, -0.7752)  0.59
F (-2.3480, -3.3368, -1.9773)  -0.27
F (-1.1668, -3.4663, -0.0704)  -0.19
F (-3.2730, -2.4175, -0.1490)  -0.17
H (-3.8452, 0.1132, -0.6448)  -0.04
H (-4.2554, 1.1276, 0.9192)  0.04
H (-5.3518, 1.1765, -0.5530)  0.37
H (-4.0612, 2.5543, -1.8635)  0.50
H (-3.6270, 3.2228, -0.2410)  0.15
H (-1.9267, 1.8591, -2.3239)  0.37
H (-0.5275, 2.1944, 1.7375)  0.30
H (-1.5451, 3.4091, 0.8211)  0.36
H (-2.3180, 1.9111, 1.5402)  0.22
H (0.6677, 1.0720, -1.7209)  0.73
H (-0.0750, 2.9410, -2.7617)  0.30
H (-0.2207, 3.8839, -1.3419)  0.30
H (3.8770, -0.1636, 0.0757)  0.51
H (2.4160, -0.2369, 1.1553)  0.20
H (2.2952, -0.6063, -0.7175)  0.22
H (2.0500, 3.6744, 1.9814)  0.19
H (3.7400, 4.7604, 3.5785)  0.20
H (7.0239, 2.5039, 2.0466)  0.33
H (5.5910, 1.3620, 0.2492)  0.28
H (0.3799, 0.2398, 1.4162)  -0.21
H (0.1068, -1.4231, 0.7273)  1.13
H (-4.0650, -2.7318, 3.1158)  0.31
H (-3.0256, -1.8718, 4.3639)  0.38
H (-3.8047, -0.9241, 2.9485)  0.20
H (-1.3519, -4.1236, 2.3590)  0.26
H (-1.6514, -3.5405, 4.0612)  0.33
H (-0.0864, -3.0044, 3.1027)  0.35
C (-8.6980, 0.6286, 1.2729)  -0.93
S (-7.8064, 1.2525, 2.7134)  0.40
O (-6.4141, 1.5690, 2.2750)  -0.51
C (-7.7513, -0.3240, 3.5917)  -0.90
H (-8.8155, 1.4447, 0.5592)  0.32
H (-8.1337, -0.1818, 0.8080)  0.28
H (-9.6828, 0.2726, 1.5807)  0.39
H (-7.2474, -1.0738, 2.9790)  0.24
H (-8.7676, -0.6478, 3.8221)  0.39
H (-7.1977, -0.1828, 4.5204)  0.31
C (-2.1383, -4.8893, -6.2191)  -0.88
S (-0.4005, -4.7975, -5.7384)  0.51
O (0.3276, -5.8685, -6.4833)  -0.65
C (-0.6485, -5.3849, -4.0498)  -0.53
H (-2.2234, -4.5988, -7.2670)  0.32
H (-2.5061, -5.9095, -6.0947)  0.25
H (-2.7228, -4.2018, -5.6048)  0.38
H (-1.1111, -6.3734, -4.0637)  0.38
H (-1.2821, -4.6810, -3.5099)  -0.05
H (0.3232, -5.4463, -3.5589)  0.33
C (-5.2650, -8.3417, -9.4773)  -0.97
S (-4.8641, -7.1820, -8.1532)  0.60
O (-5.9210, -7.3144, -7.1065)  -0.63
C (-5.2259, -5.6892, -9.1025)  -0.97
H (-5.1458, -9.3562, -9.0959)  0.31
H (-6.2968, -8.1946, -9.8011)  0.31
H (-4.5825, -8.1876, -10.3150)  0.34
H (-6.2600, -5.7111, -9.4504)  0.38
H (-4.5444, -5.6245, -9.9525)  0.35
H (-5.0793, -4.8241, -8.4551)  0.29
C (5.1691, 3.6137, 8.7437)  -0.93
S (4.7532, 4.7137, 7.3737)  0.45
O (3.8464, 3.9627, 6.4560)  -0.57
C (6.3966, 4.7114, 6.6262)  -0.89
H (4.2685, 3.4408, 9.3338)  0.32
H (5.5384, 2.6619, 8.3577)  0.30
H (5.9279, 4.0847, 9.3711)  0.35
H (6.6886, 3.6910, 6.3726)  0.29
H (7.1142, 5.1457, 7.3247)  0.41
H (6.3644, 5.3150, 5.7188)  0.27
C (11.2906, 4.1154, 0.3886)  -0.93
S (10.1155, 3.9215, 1.7454)  0.49
O (9.5083, 2.5614, 1.6214)  -0.60
C (8.9111, 5.1104, 1.1166)  -0.84
H (12.1226, 3.4295, 0.5512)  0.32
H (10.8058, 3.8795, -0.5602)  0.30
H (11.6644, 5.1407, 0.3751)  0.35
H (8.5777, 4.8112, 0.1213)  0.29
H (9.3649, 6.1022, 1.0790)  0.40
H (8.0569, 5.1288, 1.7949)  0.21

6.
Below is a structure of composition C2H5ISi at a distorted geometry, with properties calculated with wB97M-V/def2-TZVPD.

Properties
calculated total energy	-666.321084	a.u.
highest occupied orbital energy	-9.311	eV
relative energy (zero: lowest compared OMol25 entry of this formula, charge and spin)	1.3872	eV
strongest force on any atom	4.4	eV/A
multiplicity	1

Each line ends with the Mulliken charge.
Geometry (Å):
C (0.0764, 1.0213, 0.2034)  -0.66
C (-0.0929, -1.0087, 0.3380)  -0.68
Si (1.2143, -0.0794, -0.7839)  0.34
I (3.5377, -0.0449, 0.0771)  -0.10
H (-0.9036, 1.2062, -0.3209)  0.28
H (0.2543, 1.7393, 1.0114)  0.30
H (0.3416, -1.4344, 1.2744)  0.26
H (-1.1333, -1.0809, 0.1094)  0.36
H (1.4817, -0.4574, -2.2618)  -0.09